1.
A molecular structure, C42H54ClF3Ge2N5O4SSiY, computed with ωB97M-V/def2-TZVPD.

Values from the calculation:
Relative energy (zero: lowest compared OMol25 entry of this formula, charge and spin) ... 0.263 eV
2S+1 ... 2
HOMO level (spin up / spin down) ... -10.250 / -10.558 eV
Net charge ... +1
Electronic energy ... -7847.191867 Eh

Last column: Mulliken charge in e.
Atoms and positions in Å:
Y (0.25, 0.08, 0.00)  -0.908
C (-1.77, 0.34, -2.71)  -0.572
C (-1.14, 1.71, -2.94)  -1.116
N (-0.16, 2.07, -1.89)  0.326
C (-0.36, 3.42, -1.36)  0.090
C (-1.58, 3.57, -0.47)  -1.464
S (-1.67, 2.33, 0.85)  0.393
C (-3.25, 1.51, 0.48)  0.259
C (-3.35, 0.96, -0.93)  -1.420
N (-2.17, 0.18, -1.31)  0.328
H (-2.60, 0.20, -3.41)  0.563
H (-1.04, -0.44, -2.92)  0.071
H (-0.67, 1.72, -3.93)  0.506
H (-1.91, 2.48, -2.97)  0.480
H (0.76, 2.06, -2.31)  -0.022
H (0.53, 3.67, -0.78)  -0.545
H (-0.44, 4.17, -2.16)  0.409
H (-1.55, 4.55, 0.00)  0.765
H (-2.50, 3.52, -1.04)  0.645
H (-3.31, 0.71, 1.21)  -0.706
H (-4.06, 2.21, 0.69)  0.701
H (-4.26, 0.36, -1.00)  0.517
H (-3.49, 1.78, -1.65)  0.382
H (-2.36, -0.80, -1.16)  0.069
O (-2.14, -5.74, -0.08)  -0.585
C (-2.65, -5.21, 1.01)  0.504
O (-3.34, -5.83, 1.78)  -0.585
C (-2.35, -3.76, 1.29)  -0.316
C (-2.78, -3.09, 2.42)  -0.221
Cl (-3.55, -3.67, 3.81)  -0.101
N (-2.36, -1.80, 2.34)  -0.483
N (-1.64, -1.60, 1.21)  1.520
C (-1.64, -2.77, 0.58)  -0.142
C (-0.93, -2.85, -0.73)  0.526
O (-0.97, -3.86, -1.41)  -0.804
O (-0.31, -1.78, -1.06)  1.273
C (-2.77, -0.70, 3.16)  -1.329
C (-4.10, -0.59, 3.53)  0.042
C (-4.51, 0.52, 4.26)  -1.007
C (-3.59, 1.50, 4.60)  -0.785
C (-2.27, 1.38, 4.22)  -0.285
C (-1.84, 0.27, 3.50)  0.953
H (-1.66, -5.07, -0.63)  0.387
H (-4.83, -1.33, 3.23)  0.591
H (-5.55, 0.60, 4.55)  0.411
H (-3.92, 2.37, 5.17)  0.469
H (-1.56, 2.15, 4.46)  0.077
H (-0.80, 0.16, 3.23)  0.724
C (3.53, -3.81, 1.94)  -1.238
Si (2.97, -2.63, 0.59)  -0.114
C (4.51, -1.68, 0.06)  -0.294
C (2.40, -3.75, -0.81)  -0.885
C (1.66, -1.47, 1.22)  1.347
H (4.24, -4.55, 1.56)  0.334
H (2.67, -4.36, 2.35)  0.344
H (4.02, -3.29, 2.77)  0.298
H (5.16, -2.31, -0.56)  0.461
H (5.09, -1.38, 0.93)  0.331
H (4.29, -0.77, -0.50)  -0.327
H (3.24, -3.98, -1.47)  0.434
H (1.59, -3.35, -1.42)  -0.011
H (2.05, -4.70, -0.40)  0.433
H (2.16, -1.04, 2.10)  -1.246
H (0.85, -2.09, 1.65)  0.195
C (1.20, 0.44, 5.42)  -1.448
Ge (2.65, 0.92, 4.21)  1.060
C (3.77, -0.68, 4.16)  -1.269
C (3.68, 2.42, 4.93)  -1.138
Ge (2.01, 1.86, 2.00)  -0.400
C (3.67, 2.25, 1.02)  0.895
C (4.85, 1.59, 1.38)  -0.152
C (6.06, 1.87, 0.76)  -0.935
C (6.12, 2.81, -0.26)  -0.667
C (4.96, 3.48, -0.64)  -0.537
C (3.76, 3.20, -0.01)  0.331
C (1.12, 3.58, 2.38)  0.344
C (1.05, 4.72, 1.57)  0.212
C (0.40, 5.87, 1.97)  -0.798
C (-0.22, 5.93, 3.22)  -0.671
C (-0.15, 4.82, 4.06)  -0.908
C (0.50, 3.67, 3.63)  -0.071
H (1.68, 0.01, 6.30)  0.523
H (0.55, -0.33, 5.00)  0.364
H (0.58, 1.28, 5.75)  0.425
H (4.38, -0.67, 5.07)  0.525
H (4.44, -0.77, 3.31)  0.307
H (3.14, -1.57, 4.18)  0.418
H (3.98, 2.16, 5.95)  0.523
H (3.09, 3.34, 4.96)  0.338
H (4.57, 2.61, 4.33)  0.344
H (4.83, 0.85, 2.17)  0.236
H (6.95, 1.34, 1.07)  0.464
H (7.06, 3.03, -0.74)  0.420
H (5.00, 4.23, -1.42)  0.472
H (2.88, 3.74, -0.34)  -0.362
H (1.54, 4.74, 0.60)  0.160
H (0.37, 6.74, 1.32)  0.485
H (-0.72, 6.83, 3.54)  0.417
H (-0.60, 4.86, 5.04)  0.487
H (0.54, 2.83, 4.31)  -0.036
F (6.20, -1.20, -3.75)  -0.238
C (5.19, -0.76, -4.51)  0.771
F (4.95, -1.67, -5.46)  -0.270
F (5.60, 0.37, -5.11)  -0.264
C (3.96, -0.50, -3.67)  0.165
C (3.93, 0.61, -2.85)  -1.181
C (2.82, 0.79, -2.05)  -0.011
N (1.78, -0.05, -2.01)  1.292
C (1.83, -1.12, -2.82)  -0.990
C (2.90, -1.38, -3.66)  -1.168
H (4.74, 1.33, -2.81)  0.588
H (2.78, 1.64, -1.38)  0.227
H (0.98, -1.80, -2.77)  0.519
H (2.89, -2.26, -4.29)  0.550



2.
A molecular structure, C42H54ClMgN9O2S, computed with ωB97M-V/def2-TZVPD.

Values from the calculation:
HOMO level ... -7.310 eV
Net charge ... 0
Electronic energy ... -3334.649624 Eh

Last column: Mulliken charge in e.
Atoms and positions in Å:
Mg (1.18, 1.03, -0.35)  1.890
C (4.65, -2.72, 2.31)  -1.350
C (5.79, -1.82, 2.66)  1.250
C (6.74, -2.10, 3.62)  -0.692
C (7.77, -1.20, 3.89)  -0.488
C (7.88, 0.02, 3.20)  -0.762
C (7.04, 0.25, 2.10)  -0.255
C (6.03, -0.69, 1.87)  -0.567
N (5.25, -0.40, 0.72)  0.443
C (3.95, 0.09, 0.75)  -0.375
N (3.51, 0.43, 1.97)  0.090
C (2.21, 0.31, 2.54)  0.307
C (1.02, 0.26, 1.75)  -1.652
C (-0.16, -0.01, 2.48)  0.530
C (-0.16, -0.21, 3.84)  -1.011
C (1.04, -0.05, 4.54)  -0.733
C (2.26, 0.16, 3.93)  0.943
C (3.47, 0.37, 4.74)  -1.415
N (3.25, 0.17, -0.34)  0.663
C (3.83, 0.06, -1.63)  -1.482
C (3.54, -1.07, -2.44)  -0.366
C (4.00, -1.21, -3.72)  -0.756
C (4.76, -0.17, -4.24)  -0.717
C (5.14, 0.94, -3.46)  -1.052
C (4.63, 1.07, -2.19)  2.112
C (5.01, 2.31, -1.35)  -1.586
H (4.92, -3.79, 2.56)  0.468
H (4.47, -2.73, 1.24)  0.276
H (3.72, -2.52, 2.81)  0.190
H (6.68, -3.02, 4.20)  0.422
H (8.41, -1.42, 4.73)  0.373
H (8.57, 0.79, 3.52)  0.387
H (7.09, 1.11, 1.48)  0.566
H (5.59, -0.39, -0.24)  0.178
H (4.20, 0.35, 2.68)  -0.062
H (-1.06, -0.13, 1.93)  0.706
H (-1.05, -0.42, 4.46)  0.331
H (0.91, -0.10, 5.59)  0.431
H (3.35, 0.21, 5.81)  0.396
H (3.87, 1.39, 4.55)  0.318
H (4.23, -0.37, 4.53)  0.117
H (2.87, -1.80, -1.98)  0.487
H (3.69, -2.08, -4.30)  0.472
H (5.10, -0.21, -5.23)  0.463
H (5.73, 1.66, -3.99)  0.477
H (4.74, 3.22, -1.90)  0.491
H (6.06, 2.39, -1.10)  0.390
H (4.39, 2.30, -0.46)  0.149
N (0.25, -0.60, -3.99)  -0.349
C (0.69, 0.05, -2.94)  0.369
O (0.59, -0.34, -1.76)  -0.223
C (1.19, 1.46, -3.25)  -1.163
C (1.53, 2.37, -2.09)  -1.005
H (0.11, -1.59, -3.83)  0.311
H (0.56, -0.19, -4.86)  0.264
H (0.55, 1.95, -3.98)  0.612
H (2.20, 1.24, -3.73)  0.287
H (0.85, 3.22, -2.05)  0.484
H (2.50, 2.87, -2.15)  0.372
N (0.36, -2.25, 0.19)  0.112
C (0.62, -3.44, 0.77)  0.196
N (0.81, -3.41, 2.14)  -0.250
S (0.74, -4.82, -0.17)  -0.443
H (0.44, -1.40, 0.68)  -0.434
H (0.56, -2.07, -0.80)  -0.068
H (0.82, -2.58, 2.71)  0.108
H (0.73, -4.22, 2.68)  0.206
C (-7.61, 1.89, 0.04)  -1.772
C (-6.09, 2.40, -0.17)  2.190
C (-5.28, 2.07, 1.07)  -1.775
C (-6.22, 3.99, -0.27)  -1.948
C (-5.50, 1.77, -1.43)  2.115
O (-6.39, 2.08, -2.53)  -0.714
C (-5.37, 0.31, -1.42)  -1.368
C (-4.72, -0.53, -0.29)  0.645
C (-4.86, -1.99, -0.71)  -0.162
C (-4.07, -2.58, -1.69)  -0.145
C (-4.41, -3.83, -2.14)  -1.005
C (-5.53, -4.49, -1.54)  0.278
Cl (-5.91, -6.13, -2.14)  -0.230
C (-6.23, -3.92, -0.52)  -0.746
C (-5.92, -2.67, -0.10)  -0.481
C (-4.23, 2.40, -2.04)  -2.992
N (-3.02, 2.37, -1.26)  1.178
C (-2.05, 1.44, -1.22)  -0.622
N (-1.12, 1.74, -0.37)  0.637
C (-1.60, 2.91, 0.16)  -1.103
N (-2.78, 3.33, -0.31)  -0.745
H (-8.10, 2.31, 0.96)  0.384
H (-7.76, 0.79, 0.13)  0.256
H (-8.16, 2.26, -0.80)  0.573
H (-5.02, 2.98, 1.68)  0.278
H (-4.32, 1.62, 0.88)  0.252
H (-5.86, 1.40, 1.62)  0.502
H (-6.61, 4.27, 0.69)  0.581
H (-6.89, 4.24, -1.11)  0.315
H (-5.21, 4.40, -0.43)  0.422
H (-7.17, 1.47, -2.48)  0.557
H (-4.83, 0.09, -2.35)  0.217
H (-6.39, -0.09, -1.54)  0.580
H (-5.20, -0.53, 0.67)  0.537
H (-3.67, -0.34, -0.19)  -0.479
H (-3.22, -2.07, -2.11)  0.483
H (-3.85, -4.41, -2.84)  0.417
H (-6.99, -4.57, -0.11)  0.403
H (-6.50, -2.21, 0.65)  0.420
H (-4.50, 3.49, -2.19)  0.432
H (-4.06, 1.92, -2.99)  0.348
H (-1.88, 0.61, -1.91)  0.473
H (-1.08, 3.32, 1.04)  0.430



3.
A molecular structure, C42H54MnN2O6SSe, computed with ωB97M-V/def2-TZVPD.

Values from the calculation:
2S+1 ... 2
HOMO level (spin up / spin down) ... -1.921 / -1.715 eV
Net charge ... -2
Electronic energy ... -6144.550306 Eh

Last column: Mulliken charge in e.
Atoms and positions in Å:
Mn (1.48, 1.43, -1.40)  1.141
C (-5.01, -1.84, 0.68)  -1.594
C (-5.21, -0.96, -0.56)  2.306
C (-6.00, -1.75, -1.60)  -2.220
C (-6.04, 0.27, -0.17)  -1.756
C (-3.84, -0.52, -1.10)  -0.694
C (-2.97, 0.22, -0.30)  -0.689
C (-1.73, 0.62, -0.76)  0.604
Se (-0.61, 1.58, 0.48)  -0.026
C (-0.01, 0.02, 1.42)  0.153
C (-0.62, -0.38, 2.60)  -0.172
C (-0.16, -1.49, 3.29)  -0.621
C (0.95, -2.14, 2.76)  -0.637
C (1.60, -1.78, 1.58)  0.566
C (1.09, -0.66, 0.84)  -0.010
O (1.60, -0.27, -0.27)  -0.778
C (2.85, -2.60, 1.19)  2.490
C (3.52, -2.18, -0.12)  -2.120
C (3.90, -2.46, 2.30)  -1.658
C (2.45, -4.08, 1.05)  -1.914
C (-0.80, -2.01, 4.58)  2.099
C (-1.25, -3.47, 4.40)  -1.641
C (-2.04, -1.19, 4.97)  -1.877
C (0.20, -1.93, 5.74)  -1.667
C (-1.25, 0.32, -2.07)  0.055
O (-0.10, 0.71, -2.49)  -0.411
C (-2.15, -0.42, -2.89)  -0.179
C (-3.39, -0.80, -2.39)  -0.057
C (-1.85, -0.83, -4.36)  2.543
C (-2.88, -0.16, -5.28)  -1.720
C (-1.96, -2.36, -4.50)  -1.745
C (-0.46, -0.44, -4.89)  -2.116
H (-5.98, -2.12, 1.12)  0.451
H (-4.42, -1.33, 1.44)  0.232
H (-4.47, -2.76, 0.41)  0.346
H (-6.97, -2.05, -1.17)  0.448
H (-5.47, -2.66, -1.90)  0.367
H (-6.20, -1.16, -2.49)  0.383
H (-7.02, -0.03, 0.22)  0.452
H (-6.19, 0.92, -1.04)  0.363
H (-5.53, 0.86, 0.60)  0.303
H (-3.25, 0.49, 0.71)  0.226
H (-1.47, 0.20, 2.95)  0.363
H (1.35, -2.99, 3.31)  0.181
H (3.88, -1.15, -0.07)  0.203
H (2.84, -2.25, -0.97)  0.299
H (4.37, -2.85, -0.29)  0.556
H (4.22, -1.41, 2.38)  0.240
H (4.79, -3.06, 2.06)  0.474
H (3.52, -2.78, 3.28)  0.262
H (1.66, -4.19, 0.30)  0.381
H (2.08, -4.50, 1.99)  0.295
H (3.32, -4.67, 0.73)  0.480
H (-1.98, -3.54, 3.60)  0.300
H (-1.70, -3.86, 5.32)  0.471
H (-0.40, -4.11, 4.14)  0.267
H (-2.79, -1.20, 4.18)  0.186
H (-1.78, -0.15, 5.18)  0.320
H (-2.49, -1.61, 5.88)  0.453
H (1.10, -2.52, 5.52)  0.275
H (-0.24, -2.31, 6.67)  0.463
H (0.52, -0.89, 5.90)  0.313
H (-4.05, -1.36, -3.05)  0.186
H (-3.90, -0.48, -5.05)  0.270
H (-2.67, -0.42, -6.33)  0.468
H (-2.83, 0.93, -5.18)  0.300
H (-2.93, -2.73, -4.18)  0.264
H (-1.19, -2.85, -3.89)  0.362
H (-1.81, -2.65, -5.55)  0.468
H (-0.31, 0.64, -4.91)  0.290
H (-0.36, -0.84, -5.91)  0.551
H (0.34, -0.86, -4.27)  0.376
C (0.11, 4.93, 3.87)  -1.627
C (1.17, 4.25, 3.04)  1.125
C (2.07, 5.00, 2.28)  -0.864
C (3.06, 4.38, 1.53)  -0.336
C (3.15, 3.00, 1.54)  -0.435
C (2.27, 2.24, 2.29)  -0.053
C (1.28, 2.87, 3.03)  -0.838
S (4.42, 2.17, 0.64)  1.095
O (4.79, 1.00, 1.41)  -0.703
O (5.48, 3.12, 0.38)  -0.768
N (3.61, 1.79, -0.66)  0.117
C (4.16, 1.48, -1.86)  0.541
C (5.53, 1.44, -2.23)  -1.056
C (5.84, 1.13, -3.53)  -0.354
C (4.84, 0.84, -4.46)  -0.895
C (3.54, 0.88, -4.01)  -0.108
N (3.20, 1.18, -2.76)  0.259
H (-0.22, 5.86, 3.40)  0.377
H (0.50, 5.19, 4.86)  0.340
H (-0.76, 4.28, 4.01)  0.312
H (1.97, 6.08, 2.26)  0.313
H (3.75, 4.95, 0.92)  0.445
H (2.35, 1.16, 2.28)  0.474
H (0.58, 2.27, 3.60)  0.486
H (6.29, 1.68, -1.50)  0.443
H (6.89, 1.10, -3.84)  0.357
H (5.06, 0.59, -5.49)  0.405
H (2.71, 0.65, -4.67)  0.341
C (-0.54, 3.76, -3.59)  -0.530
C (-0.14, 3.83, -2.12)  0.548
O (-0.98, 4.23, -1.32)  -0.698
O (1.05, 3.42, -1.85)  -0.617
H (-1.25, 4.54, -3.83)  0.384
H (-1.02, 2.78, -3.74)  -0.277
H (0.34, 3.81, -4.24)  0.250



4.
A molecular structure, C42H55O8PPdTe, computed with ωB97M-V/def2-TZVPD.

Values from the calculation:
Relative energy (zero: lowest compared OMol25 entry of this formula, charge and spin) ... 0.051 eV
HOMO level ... -1.066 eV
Net charge ... -2
Electronic energy ... -2972.650148 Eh

Last column: Mulliken charge in e.
Atoms and positions in Å:
Pd (1.72, -0.23, -0.10)  -0.547
C (-5.40, -1.24, 1.12)  -1.987
C (-3.97, -1.36, 1.62)  1.218
C (-3.88, -2.10, 2.95)  -1.739
O (-3.21, -2.02, 0.64)  -0.306
C (-1.90, -1.42, 0.60)  -1.797
C (-2.21, 0.04, 0.97)  -0.484
O (-3.41, -0.07, 1.77)  -0.408
C (-1.14, 0.85, 1.71)  1.193
O (-0.10, 1.09, 0.88)  1.277
C (-1.71, 2.25, 2.10)  -0.248
C (-2.81, 2.84, 1.49)  -0.500
C (-3.14, 4.17, 1.74)  -0.877
C (-2.39, 4.94, 2.61)  -0.589
C (-1.29, 4.35, 3.24)  -0.908
C (-0.97, 3.03, 2.99)  -0.278
C (-0.75, 0.11, 3.01)  -0.551
C (-1.51, 0.16, 4.18)  0.107
C (-1.12, -0.53, 5.32)  -1.004
C (0.05, -1.28, 5.31)  -0.741
C (0.81, -1.34, 4.15)  -0.947
C (0.41, -0.66, 3.02)  0.657
C (-1.26, -1.76, -0.78)  2.097
O (0.09, -1.61, -0.78)  -0.372
C (-1.49, -3.25, -1.12)  -0.099
C (-1.59, -4.24, -0.14)  -0.265
C (-1.60, -5.58, -0.48)  -0.895
C (-1.50, -5.98, -1.80)  -0.598
C (-1.38, -5.01, -2.79)  -0.859
C (-1.37, -3.66, -2.45)  -0.422
C (-1.94, -0.86, -1.84)  -0.779
C (-1.24, 0.25, -2.30)  0.758
C (-1.82, 1.12, -3.21)  -0.782
C (-3.11, 0.89, -3.68)  -0.680
C (-3.81, -0.22, -3.23)  -1.087
C (-3.23, -1.09, -2.31)  0.029
H (-5.81, -2.24, 0.94)  0.363
H (-5.40, -0.68, 0.18)  0.454
H (-6.02, -0.72, 1.85)  0.365
H (-4.35, -3.09, 2.86)  0.415
H (-4.39, -1.52, 3.73)  0.359
H (-2.84, -2.22, 3.24)  0.307
H (-1.25, -1.88, 1.36)  1.485
H (-2.45, 0.60, 0.06)  1.566
H (-3.42, 2.27, 0.81)  0.295
H (-4.00, 4.61, 1.24)  0.383
H (-2.64, 5.97, 2.80)  0.360
H (-0.68, 4.94, 3.93)  0.381
H (-0.11, 2.59, 3.48)  0.428
H (-2.43, 0.74, 4.18)  0.483
H (-1.72, -0.48, 6.22)  0.395
H (0.36, -1.81, 6.20)  0.356
H (1.72, -1.94, 4.14)  0.449
H (0.96, -0.71, 2.08)  -0.131
H (-1.66, -3.96, 0.90)  0.204
H (-1.68, -6.33, 0.31)  0.383
H (-1.50, -7.03, -2.07)  0.351
H (-1.27, -5.30, -3.83)  0.403
H (-1.25, -2.92, -3.22)  0.343
H (-0.25, 0.44, -1.90)  -0.130
H (-1.27, 1.99, -3.54)  0.420
H (-3.56, 1.57, -4.40)  0.350
H (-4.82, -0.41, -3.60)  0.345
H (-3.77, -1.96, -1.96)  0.490
C (0.75, -1.21, -5.24)  -1.159
Te (1.95, -1.53, -3.47)  0.969
C (3.78, -1.44, -4.57)  -1.066
H (0.80, -2.04, -5.95)  0.374
H (1.05, -0.29, -5.74)  0.358
H (-0.28, -1.10, -4.89)  0.198
H (3.87, -0.47, -5.06)  0.279
H (3.86, -2.24, -5.31)  0.395
H (4.55, -1.55, -3.81)  0.164
C (2.77, 3.82, 2.56)  -1.773
C (2.55, 2.54, 1.77)  1.282
O (3.04, 2.75, 0.44)  -0.491
P (2.62, 1.63, -0.71)  0.838
O (1.47, 2.43, -1.51)  -0.425
C (1.26, 3.83, -1.51)  -0.527
C (0.02, 4.17, -0.71)  -0.439
O (3.84, 2.02, -1.73)  -0.594
C (5.10, 1.40, -1.50)  0.635
C (5.96, 1.60, -2.74)  -1.536
H (2.41, 3.70, 3.58)  0.393
H (2.23, 4.64, 2.09)  0.336
H (3.83, 4.08, 2.58)  0.397
H (1.50, 2.26, 1.73)  -0.583
H (3.09, 1.71, 2.24)  -0.003
H (1.14, 4.13, -2.56)  0.408
H (2.14, 4.35, -1.11)  0.246
H (-0.84, 3.62, -1.11)  0.046
H (-0.18, 5.24, -0.76)  0.476
H (0.13, 3.86, 0.33)  -0.144
H (4.97, 0.33, -1.32)  -0.277
H (5.58, 1.87, -0.63)  0.180
H (5.48, 1.12, -3.59)  0.231
H (6.94, 1.15, -2.59)  0.403
H (6.09, 2.66, -2.96)  0.378
C (2.57, -2.85, 0.07)  -0.910
C (3.46, -1.64, -0.28)  1.071
C (4.34, -1.20, 0.91)  -1.287
O (3.99, -1.63, -1.43)  -0.701
H (3.26, -3.70, 0.17)  0.558
H (1.85, -3.05, -0.72)  -0.120
H (2.05, -2.73, 1.02)  0.119
H (4.53, -2.07, 1.55)  0.468
H (3.87, -0.43, 1.52)  0.021
H (5.29, -0.83, 0.53)  0.355



Question: Look up the net charge of the fourth one.
Answer: -2



Question: Look up the net charge of the first one.
Answer: +1



Question: Which value of net charge does entry 4 give?
Answer: -2